60
Properties=species:S:1:pos:R:3 method="wB97M-V/def2-TZVPD" e_tot_ha=-3446.07451 homo_lumo_gap_ev=7.631 e_above_lowest_kcal_mol=2.1 e_homo_ev=-13.70 charge=+2
C -3.27 0.43 0.61
H -3.08 8.10 -1.35
N -6.37 -1.05 -0.53
C -4.45 5.95 0.88
C 3.84 0.28 0.62
H -4.37 -2.26 -1.83
H -2.14 -1.39 2.57
C 2.74 -0.43 1.10
H -2.03 -1.72 -1.52
As -0.57 3.19 0.26
H 2.41 -1.27 -0.73
H -0.13 3.98 2.57
N 1.90 -1.14 0.13
C -3.27 7.18 -0.82
C -2.59 6.02 -1.18
C -5.06 -0.79 -0.38
C 2.41 -0.45 2.46
C 1.35 -2.06 4.06
C -4.61 0.20 0.52
H 4.99 1.49 3.55
C 0.23 -2.70 4.57
H 1.66 -2.07 0.48
C 4.35 0.95 2.86
H -1.88 6.05 -2.00
C -2.08 3.59 -0.92
H -6.69 -1.76 -1.16
H -1.49 4.88 1.87
C -4.19 7.15 0.22
C 4.64 0.97 1.50
C -1.15 -1.57 2.98
H 1.60 4.46 0.33
H 4.08 0.26 -0.44
Y -0.08 0.26 0.52
C -2.83 4.82 -0.52
H -1.90 -2.97 4.43
H 1.03 4.27 -1.34
H -2.72 2.71 -1.00
H -1.74 3.26 2.52
H -4.72 8.05 0.50
H 0.34 -3.40 5.40
H 0.25 5.47 -0.27
C 1.22 -1.18 3.00
C -2.77 -1.18 -0.95
C -4.09 -1.48 -1.13
C -0.04 -0.91 2.43
C 3.25 0.26 3.32
H 5.51 1.51 1.13
H -5.18 5.92 1.68
H -1.59 3.73 -1.88
H -3.98 3.87 1.03
H -2.91 1.19 1.31
C 0.73 4.49 -0.32
H -7.07 -0.57 0.01
C -3.77 4.80 0.51
C -1.03 -2.47 4.03
H -5.30 0.78 1.12
H 2.33 -2.26 4.50
H 3.03 0.25 4.38
C -1.05 3.90 1.99
N -2.33 -0.23 -0.10

***

10
Properties=species:S:1:pos:R:3 method="wB97M-V/def2-TZVPD" e_tot_ha=-247.17451 homo_lumo_gap_ev=9.850 e_above_lowest_kcal_mol=83.3 e_homo_ev=-8.83
H 0.09 1.36 -1.18
H 1.59 -0.54 -0.81
C 0.03 1.23 -0.10
H -2.29 -0.97 0.12
C -1.29 -0.56 0.12
H 0.88 1.06 0.55
H 1.54 -0.68 0.96
C 0.93 -0.45 0.05
O -1.24 0.80 0.27
N -0.24 -1.25 0.02

***

52
Properties=species:S:1:pos:R:3 method="wB97M-V/def2-TZVPD" e_tot_ha=-1605.72341 homo_lumo_gap_ev=8.502 e_above_lowest_kcal_mol=361.3 e_homo_ev=-8.18
C -3.93 -0.13 -1.55
H 3.62 1.67 -2.15
H -2.67 -2.77 1.49
H -4.70 1.53 0.44
C 0.08 -3.72 0.56
O -0.06 1.60 -2.15
H 2.89 2.07 0.56
C -0.37 -2.30 -0.71
H -1.11 -4.14 -1.12
C -0.92 2.63 0.98
C -4.62 -0.93 -0.62
H -1.68 3.89 2.66
C -2.04 3.25 1.65
C -3.19 -1.94 1.30
N 0.87 0.61 -0.38
C 0.64 -0.32 0.63
S 4.07 -0.02 0.39
H 3.60 -0.94 -1.76
C -0.24 1.41 -1.01
H 2.17 2.37 -1.63
O 5.37 -0.22 -0.18
C 3.56 1.78 -0.04
H 1.51 -0.32 1.53
C 2.06 0.32 -1.33
C 2.81 1.46 -1.41
H 0.03 -4.75 1.08
H -5.49 -1.43 -1.18
H 1.54 0.15 -2.30
C -2.60 1.19 -0.12
H -2.52 -1.07 1.04
C -3.66 1.73 0.74
H -4.23 3.33 2.33
O 3.67 -0.21 1.61
C 2.94 -0.98 -0.90
O -2.67 0.10 -1.24
H -0.06 3.14 1.22
H -4.08 -1.60 2.05
H -4.69 0.85 -1.84
H 2.38 -1.70 -0.33
C -3.31 2.84 1.40
H 4.42 2.38 0.17
H -3.83 -0.78 -2.43
C -3.83 -2.24 -0.09
H -4.63 -2.97 -0.03
H -0.73 -1.44 -1.54
H -3.13 -2.68 -0.81
C -1.29 1.91 0.05
C 0.13 -1.72 0.49
H -5.07 -0.58 0.31
O 0.41 -2.66 1.33
H -0.12 0.34 1.13
C -0.59 -3.59 -0.51

***

16
Properties=species:S:1:pos:R:3 method="wB97M-V/def2-TZVPD" e_tot_ha=-362.97659 homo_lumo_gap_ev=10.335 e_above_lowest_kcal_mol=68.4 e_homo_ev=-9.48
H -0.13 -2.35 2.81
O -0.18 2.56 -2.65
N -0.43 1.28 0.08
C -0.50 3.13 -1.63
C 0.19 -2.39 1.77
H 0.24 3.58 -0.94
C 0.40 -1.02 -0.11
O 0.02 -1.10 1.24
H 0.41 0.60 -1.63
H 1.47 -1.26 -0.25
H -0.44 -3.13 1.23
H -0.66 0.93 1.02
C 0.12 0.37 -0.60
H 1.24 -2.72 1.72
H -0.17 -1.74 -0.73
H -1.56 3.25 -1.33

***

21
Properties=species:S:1:pos:R:3 method="wB97M-V/def2-TZVPD" e_tot_ha=-838.61026 homo_lumo_gap_ev=9.761 e_above_lowest_kcal_mol=8.6 e_homo_ev=-9.20
C 0.75 1.58 1.82
H -1.30 0.05 -2.17
O 2.96 0.88 -1.30
H 0.44 1.89 2.85
C -0.17 0.60 1.14
O 3.90 -1.02 -0.88
H -1.92 0.07 -0.54
H -0.56 -1.96 -0.05
C 2.06 -0.42 0.51
C -0.14 -1.09 -0.69
C 3.05 -0.23 -0.60
H 0.94 2.51 1.24
H -0.87 1.24 0.65
H -0.70 0.04 1.91
H -1.97 -1.35 -1.76
H 0.59 -1.41 -1.41
C -1.35 -0.52 -1.27
S 2.35 0.57 1.95
N 0.57 -0.05 0.03
H 2.33 1.47 -0.93
H 2.03 -1.44 0.89

***

22
Properties=species:S:1:pos:R:3 method="wB97M-V/def2-TZVPD" e_tot_ha=-1100.70463 homo_lumo_gap_ev="7.183 / 7.183" e_above_lowest_kcal_mol=32.2 e_homo_ev="-4.15 / -4.15" charge=-1
C -0.20 -1.43 0.09
C 2.13 0.27 0.19
C 0.68 2.13 -0.40
C 2.23 -1.23 0.13
C -1.29 -2.39 0.16
H -2.74 -1.02 0.20
O -1.07 -3.60 0.21
H -0.27 2.34 -0.88
H 2.42 0.64 1.20
N 0.79 0.72 -0.14
H 2.84 0.72 -0.52
O -2.57 -1.99 0.18
O -2.10 2.42 1.05
H 0.74 2.71 0.53
O -3.49 0.52 0.29
O -2.45 2.05 -1.36
H 3.23 -1.64 0.11
H 1.20 -3.07 0.04
C -0.28 -0.07 -0.07
S -2.44 1.49 -0.02
H 1.49 2.44 -1.06
C 1.14 -1.99 0.08

***

67
Properties=species:S:1:pos:R:3 method="wB97M-V/def2-TZVPD" multiplicity=3 e_tot_ha=-1834.28917 homo_lumo_gap_ev="4.699 / 4.926" s_squared=2.020 e_above_lowest_kcal_mol=41.3 e_homo_ev="-8.34 / -11.48" charge=+1
C -0.66 0.87 -0.03
C -0.47 -1.77 3.20
O -1.81 -3.05 -3.39
C -1.97 1.31 4.94
N 1.63 -3.09 -0.56
H -0.37 -2.54 3.98
C -0.57 2.25 -0.14
O 2.30 -0.89 -3.73
H 1.17 3.54 -3.26
C 1.22 -1.38 -3.99
C 2.13 -5.41 -0.39
H 3.97 -5.93 0.59
H -2.33 1.50 5.95
H -1.86 -2.16 5.62
C -0.89 -0.46 3.51
C -0.10 4.33 -1.67
C -0.08 0.00 5.87
C -1.09 2.08 -2.44
H -1.41 -1.69 -5.82
C 1.28 -4.40 -0.81
H 0.83 4.63 0.28
H -0.31 2.79 0.82
I 3.36 -0.78 -0.11
C -1.16 0.70 -2.27
C 3.44 -5.11 0.07
C 1.25 4.27 -2.43
H -1.32 2.17 4.74
C -0.10 -2.13 1.90
H -0.92 5.27 0.05
H 0.51 6.15 -0.55
N 0.23 -1.89 -3.11
H 0.43 -0.95 5.90
H -2.13 4.78 -2.24
C 0.12 5.14 -0.38
C -1.16 4.98 -2.57
H -1.09 6.07 -2.58
C -0.62 -2.25 -5.33
H 1.38 5.22 -2.95
Pt 0.33 -1.63 -1.06
H -0.30 0.27 6.91
C -0.81 -2.47 -3.79
H -0.76 -3.27 -5.67
H 0.63 -0.69 -6.05
N -0.07 -1.21 0.90
C -0.67 2.91 -1.33
C -1.34 -0.06 4.94
H 0.12 -3.18 1.74
H 1.81 -6.46 -0.45
H 4.86 -3.46 0.35
H 2.03 3.98 -1.73
C 3.87 -3.77 0.05
H -1.69 0.07 -3.03
H -1.34 2.51 -3.45
H 0.60 0.70 5.46
H 0.31 -4.60 -1.33
C -2.30 -1.15 5.49
H -1.24 1.50 2.59
C -0.56 0.02 1.15
H 1.46 -2.25 -5.91
H -2.82 1.37 4.30
H -2.73 -0.83 6.42
C 2.92 -2.80 -0.24
H -1.06 4.72 -3.60
H -3.12 -1.32 4.79
C -0.91 0.47 2.47
C 0.69 -1.61 -5.44
N -0.73 0.09 -1.17

***

74
Properties=species:S:1:pos:R:3 method="wB97M-V/def2-TZVPD" multiplicity=3 e_tot_ha=-2137.47110 homo_lumo_gap_ev="7.353 / 3.931" s_squared=2.033 e_above_lowest_kcal_mol=0.0 e_homo_ev="-17.02 / -16.70" charge=+3
P 2.17 -1.33 2.60
H 1.22 2.37 -1.85
H 4.02 0.74 0.64
H 1.24 -3.26 -1.40
C -1.75 -2.26 -1.10
H -2.65 1.42 0.48
H 1.44 -3.94 0.23
H 1.67 3.70 -0.76
C 0.71 -3.67 -0.53
H 1.08 -0.63 -4.76
H -0.28 1.92 -7.83
H 1.95 0.50 4.15
H -0.92 2.74 1.71
H -2.36 -3.17 -1.05
H 3.27 -2.97 1.19
O -0.91 0.91 2.61
H -1.86 2.65 3.20
H 3.97 2.35 -0.16
H -2.14 -3.76 1.13
H -1.04 -0.88 3.57
P -0.42 -2.40 0.11
Au 0.69 -0.43 0.77
C -1.63 2.12 2.26
H 3.51 0.88 -1.06
C 3.60 -2.13 1.83
H 3.42 -0.44 4.47
C -2.89 1.88 1.46
C 1.11 2.76 -0.84
H -2.25 1.60 4.93
H -1.12 -0.93 -5.99
C -1.29 -3.19 1.50
H -0.64 0.88 5.30
C 3.48 1.37 -0.08
C -2.26 1.92 -7.02
H -1.28 0.38 -8.09
H 0.39 -2.77 3.44
H 2.75 3.11 1.99
H 0.04 2.93 -0.66
H -1.34 -2.14 -2.10
H -3.17 1.32 -6.92
H 4.29 -2.52 2.59
H -2.14 -0.04 5.60
H -0.62 -3.88 2.04
H -3.34 2.86 1.27
H -3.60 1.26 2.01
C -1.21 1.37 -7.63
H 1.10 0.63 -2.57
H -1.66 -2.42 2.19
C -2.19 0.30 -4.57
H 0.63 -0.63 -0.95
C 0.16 0.42 -3.09
H -2.62 -0.15 3.17
P 1.75 1.61 0.40
H 4.14 -1.42 1.19
H 1.03 3.47 1.75
H 3.38 0.72 3.12
H 2.02 -3.44 3.79
C 1.41 -2.52 3.74
H -2.34 2.97 -6.73
C -1.66 0.68 4.93
C 2.79 -0.02 3.68
C 0.16 -0.23 -4.32
H 1.38 -2.08 4.75
O -1.27 0.92 -1.21
C -1.10 0.80 -2.47
C -1.61 0.06 3.56
H -3.12 1.38 -2.97
C 1.76 2.67 1.87
H 1.50 2.11 2.78
H -2.37 -1.39 -0.87
H 0.15 -4.56 -0.84
H -3.06 0.41 -5.21
C -2.22 0.92 -3.35
C -1.06 -0.39 -5.03

***

55
Properties=species:S:1:pos:R:3 method="wB97M-V/def2-TZVPD" e_tot_ha=-2219.45129 homo_lumo_gap_ev=6.236 e_above_lowest_kcal_mol=6.5 e_homo_ev=-13.04 charge=+2
C 5.46 -0.77 2.45
Te -4.14 -4.08 0.87
H -0.95 2.58 0.86
H -2.34 -0.58 3.43
H 0.08 0.90 3.92
C -0.30 1.05 2.90
Te -3.30 -4.40 -1.72
H -0.43 1.88 -3.68
Te -1.92 -5.57 0.32
H -2.98 1.62 -2.78
C 0.05 1.40 -2.82
C 0.14 2.52 0.82
H -2.06 -1.28 -2.76
H -2.78 1.07 1.58
Te 0.22 -4.09 0.80
H -3.91 0.16 -2.74
N -0.48 0.04 -2.58
H -1.99 -0.11 -4.07
Pb 0.00 -0.79 -0.16
C -1.97 -0.73 2.41
C -1.88 -0.23 -2.98
C -3.00 0.61 -2.36
C 4.81 -1.00 1.19
H 0.02 -0.96 2.73
C 5.51 -1.42 0.06
H -3.92 -0.25 1.66
C 3.45 -0.79 1.08
H -2.65 1.70 -0.51
C 3.45 -1.36 -1.13
H -2.98 -1.18 -0.22
N -2.55 -0.29 0.02
H 6.58 -1.60 0.11
C -0.09 2.30 -1.61
N 2.77 -0.95 -0.05
H -1.24 1.59 3.00
H 0.38 3.27 -1.83
N 5.94 -0.56 3.47
N 0.49 1.71 -0.38
H -1.14 2.51 -1.41
H -4.19 0.90 -0.60
H 2.88 -1.49 -2.04
C -3.13 0.78 -0.83
C 4.81 -1.61 -1.12
H 1.61 1.37 1.92
H 1.11 1.29 -3.06
N -0.57 -0.26 2.27
H 0.98 2.75 2.78
C 0.69 1.93 2.12
H 2.89 -0.48 1.96
H 1.50 1.72 -0.47
H -1.98 -1.80 2.21
H 0.08 -0.60 -3.13
H 0.52 3.54 0.69
H 5.31 -1.94 -2.02
C -2.88 -0.01 1.44

***

21
Properties=species:S:1:pos:R:3 method="wB97M-V/def2-TZVPD" multiplicity=2 e_tot_ha=-382.91634 homo_lumo_gap_ev="9.982 / 7.557" s_squared=0.755 e_above_lowest_kcal_mol=60.0 e_homo_ev="-8.98 / -9.01"
C 0.22 0.08 -0.17
H 3.28 0.41 -1.23
H 1.82 -2.21 0.46
H 1.48 -0.42 -1.81
H -1.91 0.31 -0.67
C -1.10 0.88 -0.24
N 1.13 0.42 -1.34
H 0.83 0.18 0.75
H -0.81 1.58 -1.07
H -0.96 -1.51 0.52
N 0.86 -2.39 0.04
C -1.51 1.25 1.21
C -0.15 -1.40 -0.19
H -0.69 -1.60 -1.18
H 0.52 -3.10 0.70
H 2.38 1.05 0.14
C 2.44 1.06 -0.93
H -0.67 1.48 1.92
H 2.53 2.05 -1.37
O -2.36 0.29 1.62
H -2.02 2.20 1.03

***

9
Properties=species:S:1:pos:R:3 method="wB97M-V/def2-TZVPD" e_tot_ha=-681.17822 homo_lumo_gap_ev=7.931 e_above_lowest_kcal_mol=176.4 e_homo_ev=-9.18
O 1.60 -1.23 -0.67
O 0.42 -2.24 0.85
H 0.99 1.37 0.75
N 0.39 -1.50 -0.07
H -0.39 -0.30 -1.46
H -1.68 -1.22 -0.48
S 2.78 0.00 0.08
C -0.61 -0.91 -0.61
C 2.01 1.00 0.97

***

73
Properties=species:S:1:pos:R:3 method="wB97M-V/def2-TZVPD" e_tot_ha=-1775.61905 homo_lumo_gap_ev=3.251 e_homo_ev=-2.07 charge=-1
C -1.73 -1.76 2.49
C 0.01 3.32 -3.99
C -1.18 -0.53 -3.78
H -1.45 1.03 -5.38
C 0.88 3.40 -1.84
H -5.52 -2.68 2.56
C -2.46 -1.71 3.70
C 3.74 -0.53 0.72
H 0.60 0.21 1.49
H -1.04 5.83 2.33
C 2.70 -1.39 0.37
H 3.28 -4.40 3.49
C -1.57 0.74 -4.34
C -3.78 -2.29 1.34
C 0.46 -2.82 2.28
C 1.63 -3.08 3.06
H 1.36 -1.15 -3.47
C -1.64 -0.58 -2.42
C 2.52 -0.37 -1.82
C 1.37 2.83 -4.04
C -0.29 3.66 -2.63
H 1.20 -1.94 -1.09
C -2.30 0.67 -2.13
C 1.91 2.94 -2.72
H 5.01 1.09 0.03
C -0.58 2.01 1.55
H 0.99 2.09 3.04
C -1.49 2.82 0.78
C -2.43 -1.97 1.28
C -0.31 -1.62 2.46
H -1.21 4.09 -2.24
H -2.34 4.78 0.47
C 2.06 -5.16 1.87
H 1.91 2.54 -4.94
C 2.05 -1.29 -0.85
H 1.91 -2.35 3.83
C 0.09 -3.82 1.33
C -2.29 1.46 -3.32
H -2.81 2.40 -3.44
C 1.83 -0.22 -3.12
H 0.99 3.63 -0.78
F -4.44 -2.24 4.92
H -0.69 -1.34 -4.31
C 4.19 0.41 -0.22
H -1.90 -1.87 0.32
H -1.62 -1.44 -1.75
H -1.95 -1.38 4.62
C 0.26 2.69 2.49
C 2.40 -4.23 2.87
C -0.42 0.60 1.43
H 2.69 -6.02 1.67
C -3.78 -2.13 3.71
C 0.90 -4.93 1.15
H 4.18 -0.58 1.72
F -4.48 -2.43 0.15
H 4.07 1.07 -2.27
H 2.45 0.24 -3.89
H -2.80 0.90 -1.20
H 0.15 -0.85 3.08
C -4.49 -2.42 2.53
H -1.15 0.03 0.86
H 0.66 4.50 3.59
F 0.54 -5.87 0.19
C 0.09 4.03 2.79
H -2.10 2.36 -0.01
Zr 0.11 1.26 -2.78
H -0.61 3.53 -4.86
C -0.86 4.78 2.08
H 2.41 -2.18 1.07
C 3.64 0.43 -1.50
H -0.84 -3.75 0.76
H 2.94 2.77 -2.43
C -1.62 4.18 1.05